This record from the OMol25 dataset describes a molecular structure, C25H29Br2N4OTi in a non-equilibrium geometry. The level of theory is the ωB97M-V functional and the def2-TZVPD basis.

Atoms and positions in Å:
Ti: 1.283 0.841 0.662
O: 4.117 -0.393 -2.152
C: 3.324 0.208 -1.423
N: 3.033 -0.016 -0.143
C: 3.561 -1.192 0.516
C: 2.496 -1.785 1.413
C: 2.406 -3.147 1.671
C: 1.360 -3.616 2.446
C: 0.426 -2.719 2.949
C: 0.578 -1.377 2.660
N: 1.599 -0.928 1.918
C: 2.522 1.365 -2.016
C: 2.810 1.833 -3.288
C: 2.004 2.822 -3.826
C: 0.938 3.310 -3.084
C: 0.732 2.808 -1.810
N: 1.518 1.870 -1.290
H: 3.907 -1.936 -0.208
H: 4.422 -0.931 1.145
H: 3.135 -3.823 1.245
H: 1.258 -4.676 2.640
H: -0.416 -3.056 3.538
H: -0.110 -0.619 3.011
H: 3.638 1.391 -3.823
H: 2.196 3.203 -4.821
H: 0.278 4.070 -3.478
H: -0.072 3.150 -1.170
Br: 4.165 0.774 3.917
C: 2.498 0.652 4.696
Br: 1.421 2.973 2.125
H: 1.891 1.540 4.687
H: 2.167 -0.322 5.010
C: -3.383 0.856 2.740
C: -2.860 1.550 1.480
C: -3.651 2.828 1.201
C: -2.856 0.602 0.300
C: -4.041 0.188 -0.285
C: -4.055 -0.685 -1.367
C: -2.843 -1.146 -1.863
C: -1.632 -0.767 -1.305
C: -0.334 -1.288 -1.884
C: -0.233 -2.811 -1.799
C: -0.105 -0.798 -3.314
C: -1.604 0.124 -0.189
N: -0.446 0.500 0.390
H: -3.312 1.514 3.611
H: -2.808 -0.049 2.945
H: -4.431 0.564 2.619
H: -1.818 1.824 1.659
H: -4.725 2.628 1.126
H: -3.332 3.285 0.263
H: -3.503 3.555 2.003
H: -4.982 0.559 0.110
H: -4.991 -0.997 -1.814
H: -2.842 -1.823 -2.713
H: 0.467 -0.877 -1.265
H: -1.017 -3.296 -2.388
H: -0.337 -3.145 -0.764
H: 0.734 -3.157 -2.177
H: -0.845 -1.220 -4.000
H: 0.890 -1.082 -3.669
H: -0.188 0.291 -3.365

Values from the calculation:
- frontier orbital gap (alpha / beta) (eV) = 5.787 / 6.142
- expectation value of S² = 2.014
- ΔE to the lowest compared entry with this formula, charge and spin (kcal/mol) = 0.0
- spin multiplicity = 3
- charge = -1

Atom charges from the natural (NBO) analysis, given in e for atoms 1 to 4: number 1, Ti, carries 1.296; number 2, O, carries -0.685; number 3, C, carries 0.631; number 4, N, carries -0.744

=====

This record from the OMol25 dataset describes C3H5NO2 in the gas phase. The level of theory is the ωB97M-V functional and the def2-TZVPD basis.

Atoms and positions in Å:
O: -0.099 -0.560 -2.203
C: 0.399 -1.119 -1.271
C: -1.020 0.038 1.220
N: -0.203 0.959 0.705
C: 0.884 0.787 -0.027
O: 1.158 -0.537 -0.294
H: 0.328 -2.196 -1.058
H: -1.899 0.368 1.746
H: -0.704 -0.994 1.210
H: -0.460 1.928 0.862
H: 1.477 1.596 -0.416

Values from the calculation:
- frontier orbital gap (eV) = 7.880
- ΔE to the lowest compared entry with this formula, charge and spin (kcal/mol) = 75.4
- charge = 0

Atom charges from the natural (NBO) analysis, given in e for atoms 1 to 4: number 1, O, carries -0.544; number 2, C, carries 0.651; number 3, C, carries -0.426; number 4, N, carries -0.400

=====

This record from the OMol25 dataset describes 2 unconnected molecules or ions with the total composition C2H7O. The level of theory is the ωB97M-V functional and the def2-TZVPD basis.

Atoms and positions in Å:
C: -0.939 1.211 -0.678
O: -1.332 -0.084 -0.518
H: -0.158 1.366 -1.458
H: -1.782 1.908 -0.921
H: -0.520 1.647 0.270
C: 0.952 -1.226 0.663
H: 1.686 -0.974 -0.102
H: -0.081 -0.953 0.247
H: 1.167 -0.614 1.541
H: 1.007 -2.279 0.955

Values from the calculation:
- frontier orbital gap (eV) = 6.865
- ΔE to the lowest compared entry with this formula, charge and spin (kcal/mol) = 7.9
- charge = -1

Atom charges from the natural (NBO) analysis, given in e for atoms 1 to 4: number 1, C, carries -0.205; number 2, O, carries -0.968; number 3, H, carries 0.081; number 4, H, carries 0.086

=====

This record from the OMol25 dataset describes a molecular structure, C9H16Cl2N2O2PPd in a non-equilibrium geometry. The level of theory is the ωB97M-V functional and the def2-TZVPD basis.

Atoms and positions in Å:
C: 0.634 -3.076 -0.730
C: 0.073 -2.031 0.061
H: -0.089 -3.784 -1.071
H: 1.301 -3.613 -0.092
H: 1.131 -2.680 -1.588
O: -0.904 -1.735 0.652
Cl: 2.027 -1.490 0.586
Pd: -0.060 1.093 0.420
P: 0.121 1.156 -1.815
C: -1.487 1.713 -2.539
C: 1.321 2.452 -2.135
H: 1.613 -0.592 -2.556
H: 0.765 0.190 -3.916
H: -0.093 -1.005 -2.918
C: 0.657 -0.219 -2.916
H: 2.262 2.154 -1.642
H: 1.492 2.569 -3.218
H: -1.324 1.940 -3.592
H: -1.802 2.597 -1.988
H: 0.962 3.389 -1.685
H: -2.206 0.902 -2.431
C: -2.114 0.910 0.539
O: -3.214 1.089 0.707
Cl: -0.012 3.246 1.076
N: 0.374 -1.222 2.749
C: 0.132 -1.474 4.045
C: -0.487 -0.327 4.564
C: -0.575 0.587 3.484
N: -0.055 0.028 2.393
H: 0.918 -1.803 2.115
H: 0.398 -2.420 4.470
H: -0.792 -0.140 5.563
H: -0.963 1.596 3.408

Values from the calculation:
- frontier orbital gap (alpha / beta) (eV) = 9.346 / 5.823
- expectation value of S² = 6.019
- ΔE to the lowest compared entry with this formula, charge and spin (kcal/mol) = 21.7
- spin multiplicity = 5
- charge = +3

Atom charges from the natural (NBO) analysis, given in e for atoms 1 to 4: number 1, C, carries -0.780; number 2, C, carries 0.756; number 3, H, carries 0.290; number 4, H, carries 0.319

=====

This record from the OMol25 dataset describes C22H27ClN2O4 in the gas phase. The level of theory is the ωB97M-V functional and the def2-TZVPD basis.

Atoms and positions in Å:
C: 1.316 4.662 1.903
C: 0.538 5.221 0.714
O: 0.728 4.472 -0.466
C: 0.162 3.221 -0.584
C: -0.798 2.722 0.289
C: -1.329 1.455 0.141
C: -0.909 0.645 -0.907
N: -1.465 -0.632 -1.007
C: -1.252 -1.580 -1.945
O: -0.539 -1.490 -2.921
C: -2.046 -2.863 -1.638
N: -1.434 -3.627 -0.562
C: -0.460 -4.598 -0.999
C: -1.732 -3.290 0.707
O: -2.478 -2.346 0.948
C: -1.155 -4.113 1.841
C: 0.269 -3.659 2.208
C: 0.312 -2.186 2.503
C: -0.192 -1.705 3.706
C: -0.171 -0.357 4.009
C: 0.374 0.543 3.109
C: 0.881 0.092 1.905
C: 0.835 -1.260 1.606
Cl: 1.462 -1.765 0.070
C: 0.031 1.137 -1.801
C: 0.572 2.411 -1.660
O: 1.499 2.724 -2.605
C: 1.861 4.067 -2.875
C: 2.580 4.074 -4.217
H: 1.172 5.301 2.770
H: 0.980 3.656 2.142
H: 2.376 4.621 1.665
H: -0.528 5.316 0.954
H: 0.918 6.215 0.458
H: -1.145 3.324 1.113
H: -2.060 1.091 0.846
H: -2.051 -0.911 -0.219
H: -2.069 -3.481 -2.536
H: -3.065 -2.600 -1.340
H: 0.332 -4.094 -1.558
H: -0.939 -5.327 -1.658
H: -0.016 -5.124 -0.162
H: -1.166 -5.177 1.606
H: -1.809 -3.941 2.698
H: 0.586 -4.212 3.095
H: 0.962 -3.882 1.397
H: -0.605 -2.407 4.415
H: -0.573 -0.009 4.949
H: 0.404 1.596 3.344
H: 1.307 0.781 1.192
H: 0.369 0.536 -2.628
H: 2.522 4.451 -2.090
H: 0.968 4.699 -2.919
H: 2.892 5.085 -4.464
H: 3.454 3.430 -4.171
H: 1.919 3.702 -4.995

Values from the calculation:
- frontier orbital gap (eV) = 8.253
- ΔE to the lowest compared entry with this formula, charge and spin (kcal/mol) = 0.8
- structure (SMILES) = CCOc1ccc(NC(=O)CN(C)C(=O)CCc2ccccc2Cl)cc1OCC
- charge = 0

Atom charges from the natural (NBO) analysis, given in e for atoms 1 to 4: number 1, C, carries -0.639; number 2, C, carries -0.058; number 3, O, carries -0.527; number 4, C, carries 0.265

=====

This record from the OMol25 dataset describes a molecular structure, C41H37N4O3S3Tl in a non-equilibrium geometry. The level of theory is the ωB97M-V functional and the def2-TZVPD basis.

Atoms and positions in Å:
Tl: -0.348 -0.403 0.596
O: -1.105 4.220 2.293
C: -0.717 3.139 1.835
O: -1.330 2.402 1.020
C: 0.679 2.675 2.238
C: 1.335 3.236 3.332
C: 2.631 2.842 3.605
C: 3.236 1.923 2.757
C: 2.500 1.426 1.694
N: 1.247 1.768 1.454
H: 0.814 3.964 3.937
H: 3.172 3.251 4.450
H: 4.257 1.596 2.917
H: 2.919 0.723 0.989
C: 1.548 -1.640 3.676
N: 1.642 -2.049 2.296
C: 1.065 -3.354 2.075
C: 2.992 -1.951 1.784
C: 3.079 -1.651 0.302
C: 4.263 -2.005 -0.340
C: 4.471 -1.673 -1.665
C: 3.482 -0.994 -2.356
C: 2.305 -0.650 -1.710
C: 2.065 -0.959 -0.372
H: 2.074 -2.328 4.363
H: 0.500 -1.594 3.963
H: 1.967 -0.641 3.780
H: 1.693 -4.172 2.487
H: 0.929 -3.525 1.008
H: 0.088 -3.402 2.557
H: 3.577 -2.868 2.017
H: 3.490 -1.126 2.311
H: 5.038 -2.537 0.210
H: 5.405 -1.935 -2.150
H: 3.635 -0.729 -3.397
H: 1.545 -0.112 -2.256
S: -3.858 -1.629 -3.146
C: -4.340 -0.159 -2.399
C: -3.527 0.239 -1.383
C: -2.418 -0.613 -1.150
C: -2.414 -1.673 -1.974
C: -1.456 -2.717 -2.122
C: -1.677 -3.820 -2.967
C: -0.684 -4.753 -3.144
C: 0.529 -4.572 -2.490
C: 0.651 -3.471 -1.652
N: -0.303 -2.587 -1.446
H: -5.225 0.330 -2.776
H: -3.713 1.134 -0.814
H: -2.626 -3.923 -3.472
H: -0.837 -5.610 -3.793
H: 1.352 -5.263 -2.621
H: 1.581 -3.292 -1.130
S: -1.956 -0.916 3.841
C: -2.581 -2.463 3.932
N: -3.416 -2.893 2.901
C: -4.086 -4.082 2.947
C: -3.913 -4.936 3.990
C: -3.017 -4.586 5.031
C: -2.367 -3.368 4.980
H: -3.500 -2.269 2.110
H: -4.767 -4.281 2.133
H: -4.462 -5.866 4.027
H: -2.880 -5.257 5.868
H: -1.698 -3.059 5.769
O: -0.126 1.372 -1.311
S: -1.047 2.501 -1.183
C: 0.041 3.949 -0.966
C: -0.452 5.150 -0.488
C: 0.405 6.227 -0.332
C: 1.745 6.102 -0.661
C: 2.236 4.891 -1.120
C: 1.384 3.811 -1.264
C: -1.292 2.931 -2.981
C: -1.800 4.146 -3.410
C: -2.136 4.327 -4.741
C: -1.974 3.289 -5.646
C: -1.483 2.067 -5.216
C: -1.148 1.892 -3.887
H: -1.488 5.229 -0.200
H: 0.028 7.164 0.056
H: 2.411 6.948 -0.545
H: 3.286 4.790 -1.362
H: 1.744 2.847 -1.589
H: -1.930 4.955 -2.704
H: -2.539 5.276 -5.075
H: -2.244 3.432 -6.686
H: -1.378 1.246 -5.914
H: -0.782 0.946 -3.519

Values from the calculation:
- frontier orbital gap (eV) = 3.818
- ΔE to the lowest compared entry with this formula, charge and spin (kcal/mol) = 63.1
- charge = -2

Atom charges from the Löwdin analysis, given in e for atoms 1 to 4: number 1, Tl, carries 0.761; number 2, O, carries -0.016; number 3, C, carries -0.655; number 4, O, carries -0.220

=====

Question: What is the formula in the third record?
Answer: C2H7O